(1)
Computed, not measured: a cluster of 2 separate species, C7H6N7O in total in a non-equilibrium geometry, with ωB97M-V/def2-TZVPD.

Output
Charge: +1
Kohn-Sham gap (alpha / beta): 7.583 / 7.057 eV
ΔE to the lowest compared entry with this formula, charge and spin: 39.2 kJ/mol
E_LUMO (alpha / beta): -0.20366 / -0.22505 Ha

Each line ends with the Mulliken charge.
Geometry (Å):
C1 0.9131 -2.0548 -4.3144  0.083
C2 1.1196 1.7280 4.0772  -0.094
C3 -0.2420 1.6960 4.3831  -0.481
C4 -0.7240 -0.2528 -3.7189  -0.342
C5 0.2300 -1.1785 -3.4744  0.377
C6 0.1947 0.4893 2.6907  0.430
C7 -0.4670 -0.4356 -1.5433  0.341
N1 1.3372 -2.7371 -5.1100  -0.311
N2 1.3559 0.9188 2.9603  -0.378
N3 -0.6826 -0.1422 -0.2051  -0.360
N4 -0.8119 0.8750 3.3760  -0.022
N5 0.3747 -1.2316 -2.1064  -0.011
N6 -1.1725 0.1753 -2.4766  -0.044
N7 -0.0481 -0.8189 0.6155  0.338
O1 0.7119 -1.7549 0.4219  -0.539
H1 2.0155 2.2808 4.5214  0.356
H2 -0.6262 2.1113 5.2274  0.432
H3 -0.9451 0.3118 -4.6208  0.402
H4 -1.7146 0.9067 3.0082  0.266
H5 0.9978 -1.8374 -1.5290  0.258
H6 -1.8165 0.9507 -2.1830  0.300

Cartesian forces (eV/Å) of the 6 atoms listed first:
-0.509 0.991 0.294
0.090 0.387 0.457
3.488 -0.680 -2.504
-0.285 1.300 -0.210
-0.268 0.403 0.584
4.203 -0.600 -2.375

(2)
Computed, not measured: the molecule C7H6O in a non-equilibrium geometry, with ωB97M-V/def2-TZVPD.

Output
SMILES: C1=Cc2occc2C1
Charge: 0
Kohn-Sham gap: 8.890 eV
ΔE to the lowest compared entry with this formula, charge and spin: 144.9 kJ/mol
E_LUMO: 0.03808 Ha

Each line ends with the Mulliken charge.
Geometry (Å):
C1 1.9242 -0.3059 -0.1317  -0.497
C2 1.1759 -1.3949 0.0342  -0.823
C3 -0.1615 -0.9120 0.0518  0.590
O1 -1.4306 -1.3275 -0.0364  -0.401
C4 -2.2700 -0.3368 -0.0242  0.053
C5 -1.6070 0.8502 -0.0692  -0.754
C6 -0.2133 0.4449 0.0125  0.484
C7 1.1020 1.0328 0.0507  -0.668
H1 2.9369 -0.3485 -0.1564  0.503
H2 1.6795 -2.3969 -0.0135  0.323
H3 -3.4860 -0.4392 0.1812  0.276
H4 -2.1721 1.7618 -0.2490  0.340
H5 1.3557 1.7587 -0.6534  0.339
H6 1.1664 1.6133 1.0035  0.235

Cartesian forces (eV/Å) of the 6 atoms listed first:
-1.635 2.033 1.801
1.374 -1.617 -1.129
-2.056 2.165 -0.099
-0.111 -4.905 0.922
-3.933 2.284 0.402
0.282 -0.478 0.013

(3)
Computed, not measured: a structure of composition C7H6O4 in a non-equilibrium geometry, with ωB97M-V/def2-TZVPD.

Output
Charge: 0
Kohn-Sham gap: 8.141 eV
ΔE to the lowest compared entry with this formula, charge and spin: 957.8 kJ/mol
E_LUMO: -0.03696 Ha

Each line ends with the Mulliken charge.
Geometry (Å):
C1 -0.7533 -1.0400 -0.1144  0.159
C2 0.6675 -1.1315 0.0396  -0.531
C3 1.5168 0.0187 0.0326  0.942
C4 2.8516 -0.4581 0.2556  -0.524
C5 0.7975 1.2857 -0.0710  -0.536
C6 -0.5536 1.3500 -0.0309  0.282
C7 -1.3376 0.2147 -0.0014  0.457
H1 -2.4069 -2.1058 0.6503  0.427
H2 1.2950 -2.0130 -0.2528  0.394
H3 2.8037 -1.6865 1.6132  0.258
H4 1.3934 2.2586 0.2831  0.230
H5 -2.0076 2.6440 -0.0875  0.341
H6 -2.9293 0.0252 -1.2431  0.388
O1 -1.5580 -2.1353 -0.2726  -0.629
O2 3.8869 0.1703 -0.6293  -0.446
O3 -0.9661 2.6555 -0.0049  -0.559
O4 -2.7000 -0.0525 -0.1666  -0.652

Cartesian forces (eV/Å) of the 6 atoms listed first:
2.790 -0.390 1.260
0.115 -0.336 -1.949
-4.561 -0.360 0.660
7.266 3.969 -4.209
5.594 -0.003 2.403
-0.600 1.479 -0.068

(4)
Computed, not measured: the molecule C7H6O4S in a non-equilibrium geometry, with ωB97M-V/def2-TZVPD.

Output
Charge: 0
Kohn-Sham gap: 7.630 eV
ΔE to the lowest compared entry with this formula, charge and spin: 509.7 kJ/mol
E_LUMO: -0.05170 Ha

Each line ends with the Mulliken charge.
Geometry (Å):
C1 -0.1059 2.7179 0.8617  -0.811
C2 -0.2246 2.5265 -0.4498  -0.063
C3 0.8807 1.5775 1.0844  0.803
C4 0.8272 1.3950 -0.5592  0.246
C5 0.3305 0.1069 1.1618  -0.753
C6 0.2031 0.0480 -0.3130  0.639
C7 0.0702 -1.0343 -1.2787  -1.214
O1 -2.7039 2.8370 -1.4419  -0.645
O2 -1.0379 1.5409 -2.7184  -0.604
O3 1.9304 1.6016 0.2527  -0.294
O4 -1.7979 0.7556 -0.5335  -0.553
S1 -1.5943 1.9460 -1.4647  1.197
H1 -0.5341 3.3732 1.5885  0.392
H2 1.0760 -0.5606 1.5982  0.332
H3 -0.6197 -0.0030 1.6765  0.328
H4 -0.6365 -1.7848 -0.9390  0.314
H5 1.0518 -1.5033 -1.3966  0.377
H6 -0.2263 -0.6227 -2.2443  0.309

Cartesian forces (eV/Å) of the 6 atoms listed first:
0.392 0.757 -0.143
-0.108 -1.223 0.096
-1.324 -0.045 -0.113
-0.993 0.244 -0.431
0.212 0.034 0.182
-0.818 0.375 -0.071

(5)
Computed, not measured: a cluster of 2 separate species, C7H6O5S2 in total in a non-equilibrium geometry, with ωB97M-V/def2-TZVPD.

Output
Charge: -2
Kohn-Sham gap: 5.945 eV
ΔE to the lowest compared entry with this formula, charge and spin: 72.3 kJ/mol
E_LUMO: 0.20568 Ha

Each line ends with the Mulliken charge.
Geometry (Å):
C1 0.0025 -0.7435 -1.4467  -0.394
C2 -1.1158 -0.1263 -0.8300  -0.284
C3 1.0957 -1.0654 -0.6570  -0.287
C4 -1.2086 -0.0162 0.5449  0.147
C5 -2.5662 0.5593 1.0907  0.354
C6 -0.1398 -0.4261 1.3473  -1.197
C7 0.9859 -1.0435 0.7736  0.718
O1 -3.4170 -0.2902 1.3464  -0.702
O2 1.7339 1.8520 1.4118  -0.672
O3 -2.5629 1.8303 1.1509  -0.753
O4 1.5246 2.7944 -0.9309  -0.793
O5 -0.5128 2.9984 0.4305  -0.537
S1 2.1085 -1.9584 1.7298  -0.614
S2 0.6731 2.0108 -0.0469  1.008
H1 -0.0356 -1.1162 -2.4651  0.336
H2 -1.8874 0.4215 -1.3878  0.236
H3 2.0580 -1.5367 -1.1469  0.143
H4 -1.2875 2.5079 0.9001  0.493
H5 -0.1632 -0.5252 2.3911  0.439
H6 1.3367 1.0072 1.7512  0.363

Cartesian forces (eV/Å) of the 6 atoms listed first:
-0.328 0.173 1.031
-0.163 -0.134 -0.784
1.156 -1.239 -0.592
-0.579 0.120 0.535
2.329 -0.559 -0.480
-0.299 -1.053 -1.608

(6)
Computed, not measured: the molecule C7H6OS in a non-equilibrium geometry, with ωB97M-V/def2-TZVPD.

Output
Charge: 0
Kohn-Sham gap (alpha / beta): 7.663 / 7.660 eV
ΔE to the lowest compared entry with this formula, charge and spin: 230.8 kJ/mol
E_LUMO (alpha / beta): -0.00993 / -0.00997 Ha

Each line ends with the Mulliken charge.
Geometry (Å):
C1 -0.5272 0.1664 -1.4926  -0.979
C2 -0.7084 -1.0502 -2.0030  -0.175
C3 0.0674 0.8707 1.8375  0.376
C4 0.8752 1.2462 0.5742  -0.745
C5 -0.7627 -0.0213 1.1025  -0.815
C6 0.6367 -1.2079 0.0612  -0.633
C7 0.1053 0.1482 -0.1677  1.526
O1 0.1070 1.2767 2.9760  -0.636
S1 -0.0366 -2.3474 -1.0183  -0.124
H1 -0.8678 1.0725 -1.9576  0.339
H2 -1.2201 -1.3297 -2.9018  0.447
H3 0.6253 2.2401 0.2171  0.307
H4 1.9563 1.1326 0.6169  0.242
H5 -1.5636 -0.7000 1.3190  0.444
H6 1.3133 -1.4971 0.8367  0.426

Cartesian forces (eV/Å) of the 6 atoms listed first:
-0.040 -0.261 -0.270
0.131 0.102 0.045
0.331 0.432 0.337
0.233 0.013 0.138
0.663 -1.471 -0.605
-1.651 1.067 0.929

(7)
Computed, not measured: the molecule C7H6S in a non-equilibrium geometry, with ωB97M-V/def2-TZVPD.

Output
SMILES: C#CC#C[C@H](C)C=S
Charge: 0
Kohn-Sham gap: 8.463 eV
ΔE to the lowest compared entry with this formula, charge and spin: 532.3 kJ/mol
E_LUMO: -0.01233 Ha

Each line ends with the Mulliken charge.
Geometry (Å):
C1 4.3822 -0.5620 0.2770  -0.199
C2 3.1920 -0.4984 -0.0992  -0.322
C3 1.8862 -0.1108 -0.4084  -0.258
C4 0.7092 0.3908 -0.1439  -0.284
C5 -0.6292 0.6799 -0.2330  1.153
C6 -0.9740 2.0720 0.0877  -1.300
C7 -1.4783 -0.3249 0.4948  -0.332
S1 -2.6593 -1.0813 -0.0796  -0.266
H1 5.4035 -0.4941 0.3880  0.434
H2 -0.9055 0.6793 -1.3319  0.131
H3 -0.4193 2.5213 1.0753  0.282
H4 -0.6086 2.8594 -0.5811  0.371
H5 -2.1358 2.1642 0.3137  0.287
H6 -1.3148 -0.3082 1.5597  0.302

Cartesian forces (eV/Å) of the 6 atoms listed first:
-5.590 0.200 -1.932
3.367 0.622 1.045
-5.600 2.334 2.578
9.906 -4.027 -1.968
-2.630 0.177 -2.713
-1.268 3.874 4.485

(8)
Computed, not measured: the molecule C7H6S in a non-equilibrium geometry, with ωB97M-V/def2-TZVPD.

Output
SMILES: C#C/C=C(\C=C)C=S
Charge: 0
Kohn-Sham gap: 7.575 eV
ΔE to the lowest compared entry with this formula, charge and spin: 325.8 kJ/mol
E_LUMO: -0.04570 Ha

Each line ends with the Mulliken charge.
Geometry (Å):
C1 2.5202 -2.0458 0.0958  0.233
C2 1.3806 -1.6929 0.0058  -0.997
C3 0.0059 -1.3589 -0.0525  -0.273
C4 -0.5668 -0.1235 -0.1119  0.953
C5 0.3090 1.0751 -0.1723  -0.176
C6 -0.0522 2.3059 0.1614  -0.756
C7 -2.0709 -0.0991 -0.1178  -0.348
S1 -3.1104 -1.3690 0.0421  -0.253
H1 3.6215 -2.0951 0.1065  0.401
H2 -0.6454 -2.2134 0.0995  0.335
H3 1.3769 0.9898 -0.5648  0.197
H4 0.7072 3.0819 -0.0068  0.245
H5 -0.9944 2.5583 0.7153  0.239
H6 -2.4812 0.9869 -0.2001  0.202

Cartesian forces (eV/Å) of the 6 atoms listed first:
2.175 0.311 -0.134
-0.612 0.479 -0.074
-0.454 0.137 0.485
0.499 -1.348 0.004
0.458 -0.072 -0.823
-0.180 0.662 0.810